# H2N2O4S

A cluster of 2 separate species, H2N2O4S in total (wB97M-V/def2-TZVPD, the OMol25 dataset).

Each atom is followed by the atoms it is bonded to, with distances in Å.
CARTESIAN COORDINATES (ANGSTROEM)
1 N 1.31187 0.51540 2.18681  O3 1.284
2 N -0.30926 0.38728 0.03944  S7 1.652, H8 1.090, H9 1.024
3 O 0.80028 1.19860 3.14625  N1 1.284
4 O 0.52270 -0.36858 -2.21366  S7 1.475
5 O -0.08529 -2.09132 -0.70283  S7 1.466
6 O -1.81002 -0.51371 -1.66361  S7 1.480
7 S -0.43798 -0.74297 -1.15857  N2 1.652, O4 1.475, O5 1.466, O6 1.480
8 H 0.34990 0.38501 0.90747  N2 1.090
9 H -0.34219 1.23029 -0.54130  N2 1.024

Output
**E**: -809.74515 a.u.
**F_max**: 2.517 eV/A
**Net charge**: -2
**Gap between HOMO and LUMO (spin up / spin down)**: 5.288 / 5.323 eV
**HOMO (spin up / spin down)**: 1.5 / 1.5 eV
**Energy above the lowest of the compared OMol25 structures with the same formula, charge and spin**: 13.5 kcal per mole
**LUMO level (spin up / spin down)**: 0.2504 / 0.2509 hartree



# C9H11NO2

An isolated molecule of C9H11NO2 (wB97M-V/def2-TZVPD, the OMol25 dataset).

Each atom is followed by the atoms it is bonded to, with distances in Å.
CARTESIAN COORDINATES (ANGSTROEM)
1 N 2.93994 -1.14302 0.23578  C2 1.522, H13 0.998, H14 1.032
2 C 1.70438 -0.44801 -0.31723  N1 1.522, C3 1.573, C10 1.523, H15 1.162
3 C 0.78761 -0.63993 0.94600  C2 1.573, C4 1.549, H16 1.141, H17 1.211
4 C -0.67981 -0.23241 0.66340  C3 1.549, C5 1.446, C9 1.355
5 C -1.18904 -1.10581 -0.37081  C4 1.446, C6 1.374, H18 1.001
6 C -2.40945 -0.71991 -0.87133  C5 1.374, C7 1.551, H19 1.109
7 C -3.06700 0.59012 -0.36288  C6 1.551, C8 1.399, H20 1.236
8 C -2.45983 1.20574 0.73724  C7 1.399, C9 1.328, H21 1.230
9 C -1.31955 0.79201 1.27658  C4 1.355, C8 1.328, H22 1.063
10 C 2.00057 1.04523 -0.37431  C2 1.523, O11 1.235, O12 1.429
11 O 2.87520 1.62488 0.27735  C10 1.235
12 O 1.15574 1.53865 -1.41531  C10 1.429, H23 0.946
13 H 3.54310 -1.17173 -0.55868  N1 0.998
14 H 3.44156 -0.34398 0.65438  N1 1.032
15 H 1.47415 -1.21115 -1.16249  C2 1.162
16 H 1.20488 -0.31611 1.95735  C3 1.141
17 H 0.68647 -1.84685 0.92340  C3 1.211
18 H -0.58035 -1.81650 -0.72554  C5 1.001
19 H -2.92722 -1.22462 -1.71236  C6 1.109
20 H -4.02953 0.78507 -1.11312  C7 1.236
21 H -2.76316 2.39686 0.69529  C8 1.230
22 H -0.92250 1.41511 2.04034  C9 1.063
23 H 0.53384 0.82637 -1.42303  O12 0.946

Output
**E**: -554.65062 a.u.
**F_max**: 8.659 eV/A
**Gap between HOMO and LUMO**: 9.680 eV
**HOMO**: -9.1 eV
**Energy above the lowest of the compared OMol25 structures with the same formula, charge and spin**: 100.8 kcal per mole
**SMILES**: N[C@@H](Cc1ccccc1)C(=O)O
**LUMO level**: 0.0223 hartree



# C3H6N2O2

An isolated molecule of C3H6N2O2 (wB97M-V/def2-TZVPD, the OMol25 dataset).

Each atom is followed by the atoms it is bonded to, with distances in Å.
CARTESIAN COORDINATES (ANGSTROEM)
1 N 1.61681 0.26436 -0.48813  C2 1.421, H8 1.015, H9 1.015
2 C 0.29915 -0.25094 -0.62175  N1 1.421, O3 1.389, C4 1.518, C6 1.509
3 O 0.21558 -1.36199 -1.45140  C2 1.389, H10 0.968
4 C -0.84935 0.74087 -0.58184  C2 1.518, O5 1.451, C6 1.464, H11 1.064
5 O -1.81560 -0.25019 -0.14487  C4 1.451, C6 1.415
6 C -0.60643 -0.11956 0.57756  C2 1.509, C4 1.464, O5 1.415, N7 1.387
7 N -0.48740 -0.05196 1.95777  C6 1.387, H12 1.013, H13 1.016
8 H 2.23980 -0.48571 -0.20444  N1 1.015
9 H 1.94690 0.59994 -1.38757  N1 1.015
10 H -0.70744 -1.65339 -1.45453  O3 0.968
11 H -1.09552 1.75646 -0.78331  C4 1.064
12 H 0.44000 0.26355 2.21490  N7 1.013
13 H -1.19650 0.54854 2.36760  N7 1.016

Output
**E**: -377.79510 a.u.
**F_max**: 1.499 eV/A
**Gap between HOMO and LUMO**: 9.308 eV
**HOMO**: -8.4 eV
**Energy above the lowest of the compared OMol25 structures with the same formula, charge and spin**: 103.1 kcal per mole
**SMILES**: N[C@]1(O)[C@H]2O[C@]21N
**LUMO level**: 0.0339 hartree



# C3H5PS

An isolated molecule of C3H5PS (wB97M-V/def2-TZVPD, the OMol25 dataset).

Each atom is followed by the atoms it is bonded to, with distances in Å.
CARTESIAN COORDINATES (ANGSTROEM)
1 S 1.96110 0.44490 0.49471  C2 1.899, H6 1.485
2 C 0.82233 0.41836 -1.02412  S1 1.899, C3 1.424, H7 1.071, H8 1.149
3 C -0.47306 0.52761 -0.44211  C2 1.424, P4 1.711, C5 1.666
4 P -2.11769 0.96874 -0.27538  C3 1.711, C5 1.954
5 C -1.19598 -0.45838 0.68982  C3 1.666, P4 1.954, H9 1.035, H10 1.261
6 H 1.23544 -0.66804 1.15894  S1 1.485
7 H 1.12448 1.30573 -1.54224  C2 1.071
8 H 1.12098 -0.62081 -1.41164  C2 1.149
9 H -0.89355 -0.25944 1.65983  C5 1.035
10 H -1.58406 -1.65868 0.69220  C5 1.261

Output
**E**: -856.70464 a.u.
**F_max**: 6.127 eV/A
**Gap between HOMO and LUMO**: 8.538 eV
**HOMO**: -8.7 eV
**Energy above the lowest of the compared OMol25 structures with the same formula, charge and spin**: 70.1 kcal per mole
**SMILES**: SCC1=PC1
**LUMO level**: -0.0055 hartree



# C12H30ClO10PS

A cluster of 3 separate species, C12H30ClO10PS in total (wB97M-V/def2-TZVPD, the OMol25 dataset).

Each atom is followed by the atoms it is bonded to, with distances in Å.
CARTESIAN COORDINATES (ANGSTROEM)
1 O -0.29829 -0.36600 -2.05707  P2 1.510
2 P 0.03950 -1.79392 -2.41347  O1 1.510, O3 1.644, O4 1.660, O5 1.648
3 O -1.37272 -2.60198 -2.65051  P2 1.644, H14 0.965
4 O 0.92227 -1.83103 -3.81875  P2 1.660, H15 0.965
5 O 0.99521 -2.46960 -1.25312  P2 1.648, C6 1.451
6 C 0.98456 -3.92030 -1.27496  O5 1.451, C7 1.561, H16 1.105, H17 1.105
7 C 1.65264 -4.47415 0.02261  C6 1.561, C8 1.561, H18 1.109, H19 1.100
8 C 2.75966 -3.53702 0.59867  C7 1.561, C9 1.564, H20 1.103, H21 1.104
9 C 2.09430 -2.72111 1.75512  C8 1.564, S10 1.818, H22 1.107, H23 1.105
10 S 3.20600 -1.46741 2.46040  C9 1.818, O11 1.478, O12 1.483, Cl13 2.087
11 O 3.59178 -0.42511 1.48573  S10 1.478
12 O 4.41585 -2.12569 3.01119  S10 1.483
13 Cl 2.06302 -0.56113 3.95312  S10 2.087
14 H -2.03198 -1.96627 -2.95453  O3 0.965
15 H 1.80081 -2.14159 -3.56772  O4 0.965
16 H -0.06527 -4.26437 -1.26477  C6 1.105
17 H 1.48647 -4.31918 -2.17499  C6 1.105
18 H 0.83432 -4.54488 0.76839  C7 1.109
19 H 1.98769 -5.50462 -0.16602  C7 1.100
20 H 3.20070 -2.86328 -0.15541  C8 1.103
21 H 3.55799 -4.18652 0.99940  C8 1.104
22 H 1.86326 -3.44285 2.56194  C9 1.107
23 H 1.14097 -2.30630 1.38057  C9 1.105
24 C 2.67182 2.52071 2.03918  O25 1.421, H30 1.089, H31 1.092, H32 1.095
25 O 1.96337 3.73996 1.86661  C24 1.421, C26 1.422
26 C 2.58006 4.60062 0.91799  O25 1.422, C27 1.518, H33 1.094, H34 1.095
27 C 1.84163 4.57995 -0.40765  C26 1.518, O28 1.420, H35 1.095, H36 1.094
28 O 1.98806 3.32482 -1.05473  C27 1.420, C29 1.421
29 C 0.82557 2.51542 -0.94699  O28 1.421, H37 1.095, H38 1.093, H39 1.088
30 H 2.06326 1.86273 2.65856  C24 1.089
31 H 2.85975 2.02593 1.08395  C24 1.092
32 H 3.62166 2.70445 2.55200  C24 1.095
33 H 3.63244 4.33727 0.77765  C26 1.094
34 H 2.53674 5.61369 1.33065  C26 1.095
35 H 2.28126 5.33488 -1.06794  C27 1.095
36 H 0.78548 4.82824 -0.26669  C27 1.094
37 H 0.01920 2.93371 -1.55898  C29 1.095
38 H 0.49337 2.42470 0.09049  C29 1.093
39 H 1.06628 1.52353 -1.32306  C29 1.088
40 C -3.19718 1.15483 -1.79251  O41 1.421, H46 1.090, H47 1.093, H48 1.094
41 O -3.90271 -0.03339 -1.46315  C40 1.421, C42 1.423
42 C -3.39950 -0.63592 -0.27648  O41 1.423, C43 1.517, H49 1.094, H50 1.095
43 C -4.32124 -0.39638 0.90494  C42 1.517, O44 1.421, H51 1.095, H52 1.094
44 O -4.31959 0.97056 1.29290  C43 1.421, C45 1.418
45 C -5.48314 1.65901 0.86667  O44 1.418, H53 1.095, H54 1.093, H55 1.090
46 H -3.72358 1.65140 -2.60800  C40 1.090
47 H -3.14780 1.83865 -0.94140  C40 1.093
48 H -2.18694 0.90340 -2.12829  C40 1.094
49 H -2.38672 -0.28348 -0.06201  C42 1.094
50 H -3.34964 -1.71358 -0.46630  C42 1.095
51 H -3.95237 -0.97084 1.76094  C43 1.095
52 H -5.33591 -0.73889 0.68037  C43 1.094
53 H -6.35410 1.31604 1.43480  C45 1.095
54 H -5.66251 1.52181 -0.20245  C45 1.093
55 H -5.33573 2.72049 1.06313  C45 1.090

Output
**E**: -2427.34024 a.u.
**F_max**: 4.618 eV/A
**Gap between HOMO and LUMO**: 8.325 eV
**HOMO**: -8.7 eV
**SMILES**: O=P(O)(O)OCCCCS(=O)(=O)Cl.COCCOC.COCCOC
**LUMO level**: -0.0129 hartree



The highest F_max belongs to which entry?
C9H11NO2